# C36H72O24S6

12 unconnected molecules or ions with the total composition C36H72O24S6 at a distorted geometry (ωB97M-V with the def2-TZVPD basis set, the Open Molecules 2025 dataset).

Computed properties:
Frontier orbital gap (spin up / spin down)   7.5 / 2.5 eV
M   1081.35 g mol⁻¹
Net charge   +1
2S+1   2

CARTESIAN COORDINATES (ANGSTROEM)
C1 -2.91 2.38 -0.85
C2 -3.72 1.85 -2.04
C3 -2.94 0.96 -2.97
O1 -3.86 0.03 -3.39
C4 -4.86 -0.03 -2.52
O2 -5.74 -0.87 -2.52
O3 -4.75 1.00 -1.64
H1 -2.15 3.06 -1.25
H2 -2.44 1.55 -0.31
H3 -3.52 3.05 -0.24
H4 -4.18 2.75 -2.45
H5 -2.07 0.51 -2.49
H6 -2.58 1.58 -3.78
C5 -3.79 -4.16 -2.94
C6 -3.09 -4.30 -1.57
C7 -3.16 -3.10 -0.63
O4 -3.60 -3.69 0.62
C8 -3.98 -5.00 0.38
O5 -4.36 -5.80 1.17
O6 -3.78 -5.33 -0.91
H7 -3.33 -3.29 -3.41
H8 -4.86 -3.95 -2.84
H9 -3.50 -4.93 -3.67
H10 -2.08 -4.65 -1.78
H11 -3.79 -2.30 -1.00
H12 -2.14 -2.72 -0.55
C9 1.68 -3.28 -1.34
C10 1.87 -4.74 -1.89
C11 2.61 -5.80 -1.00
O7 1.88 -6.95 -1.33
C12 0.60 -6.66 -1.67
O8 -0.27 -7.49 -1.75
O9 0.50 -5.33 -1.90
H13 1.33 -3.25 -0.31
H14 0.87 -2.83 -1.92
H15 2.59 -2.68 -1.40
H16 2.21 -4.68 -2.92
H17 2.41 -5.61 0.06
H18 3.68 -5.78 -1.21
C13 0.14 -5.98 1.81
C14 -0.91 -5.71 2.90
C15 -0.47 -6.17 4.33
O10 0.16 -4.95 4.73
C16 -0.27 -3.92 3.96
O11 -0.06 -2.72 4.21
O12 -1.19 -4.37 3.07
H19 0.07 -5.44 0.86
H20 0.17 -7.02 1.50
H21 1.13 -5.78 2.20
H22 -1.87 -6.22 2.80
H23 0.22 -7.01 4.34
H24 -1.35 -6.22 4.97
C17 1.23 0.71 4.18
C18 0.88 1.35 5.52
C19 1.18 2.84 5.52
O13 -0.16 3.39 5.65
C20 -1.12 2.51 5.82
O14 -2.26 2.83 5.95
O15 -0.58 1.31 5.74
H25 0.74 1.26 3.38
H26 0.96 -0.35 4.18
H27 2.31 0.83 4.12
H28 1.28 0.86 6.41
H29 1.61 3.17 4.57
H30 1.88 3.20 6.26
C21 -2.99 5.52 -3.46
C22 -1.48 5.26 -3.90
C23 -0.43 5.82 -3.03
O16 0.43 4.75 -2.72
C24 -0.15 3.61 -3.02
O17 0.28 2.50 -2.78
O18 -1.31 3.87 -3.63
H31 -3.31 6.39 -4.03
H32 -3.13 5.73 -2.40
H33 -3.72 4.75 -3.73
H34 -1.31 5.45 -4.96
H35 -0.75 6.37 -2.15
H36 0.25 6.43 -3.63
C25 -0.22 4.80 0.95
S1 0.83 4.64 2.47
O19 1.64 3.42 2.14
C26 1.90 6.09 2.15
H37 -0.81 5.71 0.86
H38 -0.80 3.88 0.91
H39 0.31 4.81 0.00
H40 2.29 6.12 1.13
H41 2.71 6.08 2.89
H42 1.34 7.02 2.24
C27 6.86 1.36 0.77
S2 5.14 1.00 1.28
O20 4.59 -0.06 0.29
C28 5.70 0.12 2.89
H43 7.58 0.57 0.99
H44 7.25 2.22 1.32
H45 6.81 1.54 -0.30
H46 4.83 -0.33 3.35
H47 6.17 0.76 3.64
H48 6.47 -0.63 2.69
C29 -0.28 -0.87 -4.55
S3 1.54 -0.82 -4.45
O21 1.98 -2.17 -4.94
C30 1.73 0.36 -5.88
H49 -0.71 -1.70 -3.98
H50 -0.55 -1.12 -5.58
H51 -0.80 0.02 -4.21
H52 2.77 0.59 -6.11
H53 1.32 1.27 -5.43
H54 1.25 0.11 -6.83
C31 3.63 2.74 -1.19
S4 4.23 4.24 -2.14
O22 5.77 4.27 -1.86
C32 4.11 3.37 -3.78
H55 4.39 1.96 -1.17
H56 2.68 2.40 -1.61
H57 3.29 3.03 -0.20
H58 4.18 3.99 -4.67
H59 3.21 2.77 -3.93
H60 5.04 2.81 -3.80
C33 -4.53 -1.59 3.53
S5 -3.08 -0.49 3.51
O23 -2.51 -0.61 2.13
C34 -4.02 1.11 3.75
H61 -5.42 -1.05 3.85
H62 -4.30 -2.37 4.27
H63 -4.53 -1.99 2.52
H64 -3.28 1.91 3.67
H65 -4.62 1.32 4.64
H66 -4.75 1.33 2.97
C35 1.02 1.01 0.43
S6 -0.40 -0.01 -0.08
O24 -0.07 -0.44 -1.49
C36 0.02 -1.45 1.08
H67 0.82 2.01 0.04
H68 1.93 0.63 -0.03
H69 1.29 1.04 1.48
H70 -0.60 -2.33 0.95
H71 -0.25 -1.03 2.05
H72 1.06 -1.74 0.97